59
Properties=species:S:1:pos:R:3 method="wB97M-V/def2-TZVPD" multiplicity=1 e_tot_ev=-43083.044 gap_ev=6.6 charge=+1 largest_force_ev_per_a=0.93
Sr 0.181 -1.071 -0.767
N 3.021 -1.282 1.916
C 3.550 -1.068 0.652
C 4.952 -1.033 0.549
C 5.522 -0.818 -0.678
C 4.708 -0.631 -1.798
C 3.354 -0.693 -1.600
N 2.765 -0.917 -0.409
C 1.759 -1.095 2.486
C 1.700 -1.134 3.886
C 0.489 -0.929 4.500
C -0.644 -0.683 3.726
C -0.497 -0.679 2.363
N 0.684 -0.893 1.735
H 3.734 -1.433 2.612
H 5.562 -1.168 1.432
H 6.600 -0.784 -0.769
H 5.115 -0.445 -2.780
H 2.689 -0.541 -2.448
H 2.596 -1.314 4.464
H 0.427 -0.951 5.580
H -1.612 -0.504 4.169
H -1.348 -0.508 1.710
C -4.918 -2.023 -0.877
Si -3.066 -2.127 -0.751
C -2.392 -3.071 -2.234
C -2.647 -3.189 0.743
N -2.169 -0.668 -0.669
C -2.524 0.639 -0.424
C -3.823 1.116 -0.161
C -4.099 2.450 0.092
C -3.091 3.403 0.109
C -1.788 2.991 -0.139
C -1.553 1.661 -0.399
O -0.211 1.220 -0.632
C 0.761 2.109 -1.103
C 1.839 2.381 -0.282
C 2.874 3.160 -0.786
C 2.810 3.652 -2.082
C 1.709 3.372 -2.882
C 0.669 2.591 -2.398
H -5.304 -3.035 -1.032
H -5.251 -1.408 -1.715
H -5.376 -1.636 0.034
H -2.831 -4.066 -2.332
H -1.305 -3.248 -2.180
H -2.576 -2.524 -3.162
H -3.088 -4.187 0.684
H -3.004 -2.723 1.667
H -1.566 -3.339 0.870
H -4.640 0.408 -0.169
H -5.123 2.745 0.281
H -3.306 4.442 0.313
H -0.970 3.701 -0.132
H 1.857 1.993 0.728
H 3.725 3.388 -0.158
H 3.616 4.262 -2.468
H 1.656 3.765 -3.889
H -0.205 2.372 -2.997